1.
C28H40Br2ClF15IN3O8P as an isolated structure. Source: the Open Molecules 2025 dataset; level of theory: the ωB97M-V functional and the def2-TZVPD basis.

## Properties
molar mass = 1184.75 g mol⁻¹
F_max = 1.0 eV/Å
E_HOMO = -11.5 eV
DFT total energy = -261289.507 eV
HOMO-LUMO gap = 7.1 eV

ORCA input file:
```
! RIJCOSX wB97M-V def2-TZVPD def2/J DEFGRID3
* xyz 1 1
C 0.963 -1.682 0.335
C 1.480 -1.267 -1.049
Cl 2.612 -2.492 -1.738
C 0.476 -0.811 -2.096
N -0.469 -1.801 -2.668
C 0.019 -2.581 -3.823
C -0.370 -4.052 -3.961
C 0.144 -5.075 -2.950
F 1.493 -5.184 -3.058
Br -0.334 -4.688 -1.111
C -0.456 -6.466 -3.313
F -1.789 -6.435 -3.122
F -0.247 -6.692 -4.618
Br 0.289 -7.906 -2.278
C -1.690 -1.854 -2.235
N -2.108 -1.144 -1.087
C -3.197 -1.986 -0.556
C -3.655 -2.946 -1.715
P -5.415 -2.946 -2.274
C -6.063 -1.290 -1.830
C -6.177 -4.028 -1.010
N -2.689 -2.606 -2.806
I -3.297 -1.876 -4.644
H 1.531 -2.561 0.651
H 1.174 -0.885 1.047
H -0.088 -1.957 0.340
H 2.100 -0.382 -0.905
H 1.042 -0.421 -2.947
H -0.085 0.024 -1.675
H -0.331 -2.071 -4.729
H 1.104 -2.494 -3.823
H -1.445 -4.204 -4.059
H 0.065 -4.363 -4.918
H -2.541 -0.296 -1.460
H -4.015 -1.383 -0.171
H -2.808 -2.626 0.238
H -3.406 -3.981 -1.460
H -5.906 -1.040 -0.775
H -7.139 -1.297 -2.013
H -5.580 -0.544 -2.466
H -5.802 -5.046 -1.134
H -5.935 -3.699 0.007
H -7.258 -4.014 -1.152
C 1.288 -4.382 6.688
C 0.022 -5.049 6.202
O -0.812 -4.111 5.473
C -0.512 -3.927 4.204
O 0.361 -4.438 3.566
C -1.513 -2.935 3.572
F -1.751 -1.882 4.349
F -2.680 -3.551 3.326
F -1.031 -2.495 2.403
H 1.051 -3.506 7.292
H 1.861 -5.080 7.296
H 1.909 -4.062 5.852
H -0.597 -5.378 7.032
H 0.233 -5.908 5.567
C 5.252 -0.110 -2.058
C 4.805 0.785 -0.927
O 5.842 0.984 0.049
C 6.719 1.940 -0.233
O 6.732 2.640 -1.201
C 7.736 2.071 0.922
F 8.150 0.873 1.344
F 7.156 2.703 1.953
F 8.791 2.774 0.533
H 5.605 -1.066 -1.672
H 4.410 -0.296 -2.724
H 6.060 0.335 -2.638
H 3.988 0.328 -0.372
H 4.467 1.751 -1.299
C -1.953 2.930 0.473
C -1.164 3.444 -0.710
O 0.150 3.889 -0.304
C 1.082 2.973 -0.171
O 0.973 1.789 -0.350
C 2.425 3.644 0.199
F 2.270 4.598 1.112
F 2.952 4.188 -0.906
F 3.276 2.733 0.668
H -1.992 3.684 1.252
H -2.970 2.687 0.163
H -1.496 2.033 0.894
H -1.630 4.327 -1.140
H -1.066 2.694 -1.496
C 1.280 9.140 1.156
C -0.086 9.635 1.573
O -1.120 8.707 1.162
C -1.327 7.678 1.963
O -0.767 7.416 2.985
C -2.476 6.811 1.404
F -2.357 6.621 0.081
F -3.657 7.389 1.635
F -2.472 5.610 1.989
H 1.310 8.961 0.081
H 2.035 9.885 1.406
H 1.533 8.210 1.665
H -0.338 10.568 1.076
H -0.150 9.789 2.649
*
```

Mulliken atomic charge list, values in e, 4 entries: -1.318, 2.151, -0.144, -2.266


2.
C28H40F6NO2PW as an isolated structure. Source: the Open Molecules 2025 dataset; level of theory: the ωB97M-V functional and the def2-TZVPD basis.

## Properties
molar mass = 751.44 g mol⁻¹
F_max = 0.5 eV/Å
E_HOMO (spin up / spin down) = -17.9 / -18.2 eV
DFT total energy = -62666.816 eV
HOMO-LUMO gap (spin up / spin down) = 6.5 / 5.6 eV
⟨S²⟩ = 3.79
energy above the lowest of the compared OMol25 structures with the same formula, charge and spin = 269.09 kJ/mol

ORCA input file:
```
! RIJCOSX wB97M-V def2-TZVPD def2/J DEFGRID3
* xyz 3 4
W 0.545 0.388 -0.199
C -6.498 -0.113 -1.289
C -6.139 0.231 0.177
C -6.258 -1.061 1.040
C -7.122 1.275 0.707
C -4.714 0.660 0.252
C -3.710 -0.214 -0.298
C -2.410 0.183 -0.256
N -1.237 -0.467 -0.689
C -1.185 -1.610 -1.468
C -2.170 -2.222 -2.204
C -1.834 -3.392 -2.895
C -0.490 -3.916 -2.789
C 0.556 -3.309 -2.103
C 0.159 -2.141 -1.479
O 0.992 -1.294 -0.811
C 1.978 -3.865 -2.056
C 2.931 -2.864 -2.728
C 2.060 -5.198 -2.804
C 2.372 -4.096 -0.591
C -2.807 -4.126 -3.762
C -2.230 -4.176 -5.201
C -2.946 -5.574 -3.226
C -4.184 -3.466 -3.795
C -2.081 1.394 0.422
O -0.754 1.560 0.481
C -3.020 2.293 1.000
C -4.322 1.879 0.867
C -2.593 3.568 1.705
C -1.721 3.194 2.919
C -1.807 4.455 0.724
C -3.811 4.348 2.204
H -7.540 -0.432 -1.308
H -5.903 -0.930 -1.698
H -6.397 0.759 -1.936
H -7.300 -1.380 0.991
H -6.008 -0.870 2.083
H -5.642 -1.881 0.670
H -8.133 0.886 0.604
H -7.073 2.208 0.142
H -6.968 1.488 1.766
H -4.016 -1.163 -0.699
H -3.155 -1.807 -2.308
H -0.285 -4.836 -3.315
H 2.650 -2.678 -3.765
H 3.937 -3.283 -2.728
H 2.977 -1.910 -2.202
H 1.831 -5.093 -3.866
H 1.410 -5.959 -2.367
H 3.080 -5.572 -2.733
H 2.394 -3.172 -0.010
H 3.375 -4.522 -0.556
H 1.697 -4.800 -0.102
H -1.275 -4.697 -5.258
H -2.111 -3.175 -5.618
H -2.938 -4.724 -5.822
H -2.010 -6.131 -3.253
H -3.653 -6.097 -3.871
H -3.336 -5.589 -2.208
H -4.146 -2.454 -4.203
H -4.651 -3.445 -2.807
H -4.838 -4.047 -4.443
H -5.103 2.506 1.268
H -0.789 2.703 2.635
H -2.262 2.550 3.613
H -1.457 4.107 3.452
H -0.883 3.992 0.374
H -1.535 5.378 1.234
H -2.414 4.723 -0.143
H -4.392 3.786 2.936
H -4.465 4.657 1.386
H -3.462 5.254 2.698
F 1.925 2.204 1.205
P 3.405 1.668 1.205
F 3.734 0.849 2.422
F 4.319 1.482 0.016
F 3.971 3.013 1.644
F 1.355 1.559 -1.359
F 2.568 0.207 0.553
*
```

Mulliken atomic charge list, values in e, 4 entries: 1.878, -1.342, 1.814, -1.480


3.
A 3-piece molecular cluster, C28H40IN3O8P overall. Source: the Open Molecules 2025 dataset; level of theory: the ωB97M-V functional and the def2-TZVPD basis.

## Properties
molar mass = 704.52 g mol⁻¹
F_max = 4.7 eV/Å
E_HOMO (spin up / spin down) = -8.3 / -8.5 eV
DFT total energy = -67917.632 eV
HOMO-LUMO gap (spin up / spin down) = 7.6 / 7.7 eV
⟨S²⟩ = 0.75

ORCA input file:
```
! RIJCOSX wB97M-V def2-TZVPD def2/J DEFGRID3
* xyz 0 2
C 6.440 0.998 1.681
C 6.162 -0.297 0.997
O 6.902 -0.778 0.249
O 4.996 -0.912 1.319
C 4.183 -1.237 0.165
C 2.720 -1.386 0.638
C 1.705 -0.897 -0.423
C 0.339 -0.431 0.166
C -0.170 0.943 -0.349
C -0.663 1.923 0.768
P 0.629 2.337 2.037
O 0.703 1.017 3.030
I 2.775 2.441 0.793
C -1.099 3.213 0.029
C -1.971 4.200 0.858
C -1.040 5.343 1.321
C -2.987 4.880 -0.105
N -2.588 3.586 2.053
O -1.903 3.753 3.123
C -3.038 2.194 1.871
C -3.455 1.694 3.284
C -4.336 2.095 1.042
C -1.929 1.241 1.375
H 7.505 1.179 1.750
H 5.984 1.020 2.666
H 6.021 1.826 1.118
H 4.552 -2.179 -0.239
H 4.288 -0.484 -0.617
H 2.580 -2.456 0.786
H 2.647 -0.877 1.595
H 1.532 -1.721 -1.109
H 2.178 -0.089 -0.971
H 0.307 -0.531 1.248
H -0.370 -1.161 -0.226
H 0.572 1.465 -0.952
H -1.009 0.775 -1.024
H 0.928 1.379 3.900
H -1.591 2.876 -0.881
H -0.220 3.776 -0.284
H -0.172 4.985 1.862
H -1.597 6.120 1.837
H -0.671 5.792 0.399
H -4.002 4.781 0.272
H -2.790 5.946 -0.151
H -2.929 4.473 -1.108
H -2.578 1.487 3.883
H -4.066 2.449 3.769
H -3.978 0.748 3.162
H -4.877 3.018 1.256
H -4.974 1.288 1.379
H -4.160 2.102 -0.034
H -2.363 0.654 0.565
H -1.658 0.509 2.130
C 6.311 -4.602 -0.244
C 6.200 -5.096 1.049
C 5.886 -6.429 1.258
C 5.691 -7.254 0.164
C 5.792 -6.775 -1.130
C 6.104 -5.440 -1.332
N 5.379 -8.676 0.382
O 5.278 -9.062 1.532
O 5.244 -9.381 -0.602
H 6.563 -3.560 -0.403
H 6.361 -4.440 1.894
H 5.799 -6.812 2.264
H 5.633 -7.426 -1.977
H 6.188 -5.052 -2.338
C -7.392 -1.265 -3.561
C -7.961 -0.188 -4.227
C -7.257 0.998 -4.359
C -5.985 1.087 -3.823
C -5.407 0.026 -3.151
C -6.118 -1.156 -3.020
N -5.224 2.334 -3.980
O -5.764 3.258 -4.558
O -4.095 2.365 -3.522
H -7.942 -2.192 -3.464
H -8.954 -0.274 -4.647
H -7.701 1.835 -4.878
H -4.415 0.102 -2.730
H -5.677 -1.995 -2.499
*
```

Mulliken atomic charge list, values in e, 4 entries: -1.067, 0.834, -0.480, -0.332


Q: Among the records above, which one has the highest molar mass?
A: C28H40Br2ClF15IN3O8P


Q: The lowest molar mass belongs to which entry?
A: C28H40IN3O8P


Q: The highest F_max belongs to which entry?
A: C28H40IN3O8P


Q: Which of these has the lowest molar mass?
A: C28H40IN3O8P